The following is a DFT calculation (the ωB97M-V functional and the def2-TZVPD basis) of a molecular structure, C23H45CaCl3N2O6PSi.

Values from the calculation:
- Gap between HOMO and LUMO: 4.652 eV
- LUMO energy: 2.054 eV
- Strongest force on any atom: 3.87 eV/Å

Geometry as ORCA input:
```
! RIJCOSX wB97M-V def2-TZVPD def2/J DEFGRID3
* xyz -1 1
C -6.81 -2.17 -0.87
C -6.96 -3.27 -1.87
H -7.17 -1.22 -1.30
H -5.79 -2.00 -0.52
H -7.43 -2.38 0.02
C -8.16 -3.49 -2.44
C -9.39 -2.67 -2.21
H -8.34 -4.39 -3.04
H -9.22 -1.59 -2.32
H -9.83 -2.85 -1.22
H -10.13 -2.97 -2.96
Ca -2.94 -3.57 -0.72
Cl -2.33 -5.52 0.79
Cl -3.48 -1.13 -0.10
C 0.20 -3.99 -1.46
O -0.79 -3.24 -1.65
N 1.02 -4.52 -2.39
C 1.19 -3.95 -3.73
C 1.49 -5.88 -2.12
H 0.44 -4.33 -0.44
H 1.49 -2.90 -3.65
H 0.27 -4.05 -4.32
H 1.99 -4.52 -4.22
H 1.74 -5.96 -1.06
H 2.37 -6.09 -2.74
H 0.72 -6.63 -2.36
H -2.90 3.43 -0.22
H -4.00 0.92 -1.62
C -3.00 3.72 -1.28
C -3.95 1.71 -2.39
N -2.81 2.59 -2.18
H -2.26 4.49 -1.51
C -1.56 2.10 -2.44
O -1.30 1.22 -3.27
H -3.85 1.24 -3.37
H -0.76 2.57 -1.84
H -4.00 4.12 -1.45
H -4.85 2.33 -2.35
O -4.53 -3.48 -2.21
C -5.79 -4.21 -2.01
C -6.46 -5.11 -4.29
C -5.93 -5.32 -3.02
H -6.90 -4.13 -4.51
C -6.46 -6.13 -5.25
H -5.71 -4.70 -1.02
C -5.42 -6.59 -2.69
H -6.84 -5.92 -6.25
C -5.97 -7.40 -4.91
C -5.45 -7.62 -3.63
H -5.02 -6.73 -1.68
H -5.99 -8.19 -5.65
H -5.07 -8.61 -3.35
Si -3.57 -3.11 -3.70
Cl -1.51 1.12 0.45
C -4.56 -2.94 -5.26
C -2.65 -4.73 -3.86
C -2.62 -1.54 -3.48
H -4.76 -3.88 -5.80
H -3.94 -2.35 -5.96
H -5.51 -2.40 -5.17
H -2.66 -1.00 -4.44
H -1.57 -1.72 -3.24
H -3.02 -0.89 -2.68
H -3.31 -5.53 -4.25
H -2.21 -5.13 -2.93
H -1.82 -4.64 -4.58
C 0.81 2.08 1.39
O 1.60 0.96 1.55
P 2.35 0.13 0.35
O 3.58 1.10 -0.12
C 3.55 2.52 -0.35
O 1.27 0.32 -0.88
C 1.57 0.09 -2.26
H -0.27 1.69 1.18
H 1.07 2.75 0.56
H 0.78 2.64 2.33
H 2.66 2.87 -0.90
H 3.66 3.07 0.59
H 4.43 2.74 -0.97
H 0.61 0.05 -2.78
H 2.17 0.92 -2.67
H 2.13 -0.85 -2.41
*
```


The following is a DFT calculation (the ωB97M-V functional and the def2-TZVPD basis) of 5 unconnected molecules or ions with the total composition C23H45Cl7N2O2.

Values from the calculation:
- Gap between HOMO and LUMO (spin up / spin down): 9.467 / 9.383 eV
- LUMO energy (spin up / spin down): 0.389 / -0.494 eV
- Strongest force on any atom: 6.63 eV/Å

Geometry as ORCA input:
```
! RIJCOSX wB97M-V def2-TZVPD def2/J DEFGRID3
* xyz 0 3
C 2.74 13.19 4.60
C 1.59 13.76 3.84
C 2.20 14.72 2.79
C 1.39 15.25 1.67
C 0.80 14.04 1.01
C -0.02 13.07 1.90
N 0.88 12.73 3.05
O 0.37 11.60 3.90
C -1.28 13.78 2.36
C -0.52 11.92 0.98
C 0.76 14.51 4.87
H 2.44 12.54 5.42
H 3.44 13.93 4.97
H 3.39 12.65 3.91
H 2.55 15.60 3.34
H 3.10 14.19 2.48
H 2.13 15.62 0.95
H 0.71 16.03 2.00
H 1.62 13.56 0.48
H 0.28 14.37 0.11
H -1.98 13.88 1.54
H -1.79 13.20 3.13
H -1.17 14.77 2.79
H -1.20 11.21 1.45
H -1.01 12.20 0.05
H 0.30 11.26 0.70
H 0.22 15.31 4.36
H 1.38 15.06 5.58
H -0.05 13.96 5.35
C -7.21 0.30 -2.69
C -6.49 0.48 -3.99
C -7.43 1.33 -4.97
C -6.82 2.04 -6.18
C -5.62 2.82 -5.68
C -4.60 2.00 -4.88
N -5.27 1.25 -3.76
O -4.24 0.71 -2.84
C -3.86 1.06 -5.91
C -3.50 3.04 -4.45
C -6.37 -0.93 -4.53
H -7.57 1.24 -2.28
H -6.68 -0.24 -1.91
H -8.10 -0.31 -2.85
H -8.25 0.67 -5.24
H -7.89 2.03 -4.27
H -7.57 2.66 -6.67
H -6.51 1.23 -6.84
H -6.15 3.44 -4.96
H -5.28 3.61 -6.35
H -3.17 0.39 -5.39
H -4.53 0.42 -6.48
H -3.34 1.65 -6.67
H -3.08 3.64 -5.26
H -3.80 3.70 -3.64
H -2.68 2.46 -4.03
H -7.29 -1.48 -4.70
H -5.80 -1.61 -3.90
H -5.81 -0.91 -5.47
Cl -16.74 3.75 -0.10
C -16.19 2.15 0.52
C -14.74 1.96 0.11
Cl -14.55 1.63 -1.67
H -16.80 1.42 -0.02
H -16.45 2.23 1.58
H -14.47 1.01 0.56
H -14.18 2.86 0.36
Cl 2.05 3.29 5.76
C 1.34 4.59 4.85
C 2.08 4.93 3.53
Cl 2.14 3.51 2.52
H 1.43 5.44 5.53
H 0.30 4.35 4.64
H 3.13 5.16 3.70
H 1.65 5.70 2.88
C -6.94 6.91 1.07
Cl -8.13 5.95 0.19
Cl -5.64 5.95 1.87
Cl -7.84 7.86 2.29
H -6.41 7.60 0.41
*
```